[1]
Here is C4H8N4 in the gas phase at a distorted geometry from the Open Molecules 2025 dataset. Energies are from wB97M-V/def2-TZVPD.

The geometry in XYZ format:
```
16
Properties=species:S:1:pos:R:3:nbo_charge:R:1
C 2.05001 0.90504 -0.54147 -0.4176
N 0.64700 0.55493 -0.47410 -0.4490
C -0.45846 1.40695 -0.93620 0.3863
N -0.78869 2.36537 -1.53166 -0.4602
C 0.04090 -0.48341 0.13494 0.4330
N 0.58417 -1.22638 1.12541 -0.7955
C -1.33829 -0.42242 -0.18936 -0.2853
N -2.30434 -0.94735 0.70610 -0.8519
H 2.62511 0.11367 -1.03176 0.2002
H 2.15824 1.81707 -1.13083 0.2483
H 2.45800 1.06527 0.45995 0.1956
H 1.55417 -1.10465 1.37495 0.4047
H -0.03087 -1.94453 1.48681 0.4266
H -1.57609 -0.64960 -1.22714 0.2220
H -3.20021 -1.10737 0.26077 0.3772
H -2.42064 -0.34261 1.51358 0.3657
```

HOMO	-6.632	eV
LUMO	0.55	eV
structure (SMILES)	CN(C#N)/C(N)=C/N
HOMO-LUMO gap	0.26382	Eh
largest force on an atom	2.242	eV/Å
relative energy (zero: lowest compared OMol25 entry of this formula, charge and spin)	303.9	kJ/mol
molar mass	112.136	g/mol
net charge	0

[2]
Here is C4H8N4 in the gas phase at a distorted geometry from the Open Molecules 2025 dataset. Energies are from wB97M-V/def2-TZVPD.

The geometry in XYZ format:
```
16
Properties=species:S:1:pos:R:3:nbo_charge:R:1
C -0.83381 0.09582 1.20739 -0.4373
N -0.44606 -0.33648 -0.12945 -0.2042
C -1.04237 0.58131 -1.16979 -0.4386
N 1.10449 -0.01006 -0.08495 -0.0599
C 2.00312 -0.56229 -0.91674 -0.0975
C 3.22236 -0.18225 -0.38246 -0.1267
N 2.96789 0.46746 0.82496 -0.2373
N 1.66200 0.58487 0.96228 -0.1000
H -0.38097 -0.53297 1.93821 0.2225
H -0.43592 1.11247 1.27847 0.2099
H -1.96521 0.06000 1.21774 0.2047
H -0.49032 0.58310 -2.08568 0.2167
H -2.10039 0.17036 -1.30394 0.2114
H -1.31077 1.59860 -0.80962 0.1926
H 1.71817 -0.96208 -1.84875 0.2271
H 4.20740 -0.48620 -0.59045 0.2167
```

HOMO	-9.710	eV
LUMO	0.91	eV
structure (SMILES)	CN(C)n1ccnn1
HOMO-LUMO gap	0.39043	Eh
largest force on an atom	3.573	eV/Å
relative energy (zero: lowest compared OMol25 entry of this formula, charge and spin)	318.8	kJ/mol
molar mass	112.136	g/mol
net charge	0

[3]
Here is C4H8N4 in the gas phase at a distorted geometry from the Open Molecules 2025 dataset. Energies are from wB97M-V/def2-TZVPD.

The geometry in XYZ format:
```
16
Properties=species:S:1:pos:R:3:nbo_charge:R:1
C 2.89170 -0.99189 0.09082 -0.1344
N 2.52662 0.19288 -0.02954 -0.2219
N 1.22180 0.45807 -0.29931 -0.4274
C 0.63242 1.65023 -0.07009 0.0521
C -0.68257 1.88260 0.11582 -0.2103
N -1.78718 0.99282 -0.05717 -0.1608
N -1.43808 -0.23674 -0.07416 -0.2683
C -2.41728 -1.30722 0.01433 -0.4581
H 3.95640 -1.10033 0.40781 0.2037
H 2.15420 -1.86779 -0.20174 0.1585
H 0.54393 -0.19042 -0.42723 0.3957
H 1.39321 2.48241 0.13577 0.2217
H -1.10719 2.90899 0.22735 0.2135
H -2.45013 -2.06482 -0.84561 0.2155
H -2.03724 -1.96612 0.95793 0.2176
H -3.40061 -0.84268 0.05502 0.2027
```

HOMO	-8.168	eV
LUMO	0.29	eV
structure (SMILES)	C=NN/C=C\N=N\C
HOMO-LUMO gap	0.31064	Eh
largest force on an atom	4.133	eV/Å
relative energy (zero: lowest compared OMol25 entry of this formula, charge and spin)	426.5	kJ/mol
molar mass	112.136	g/mol
net charge	0

[4]
Here is C4H8N4 in the gas phase at a distorted geometry from the Open Molecules 2025 dataset. Energies are from wB97M-V/def2-TZVPD.

The geometry in XYZ format:
```
16
Properties=species:S:1:pos:R:3:nbo_charge:R:1
H 0.43170 2.24684 2.39173 0.3301
N 0.52048 1.29008 2.03773 -0.7327
C -0.20712 1.13326 0.99221 0.4610
N -0.96869 2.06042 0.31351 -0.8457
C -0.29511 -0.20612 0.27317 -0.1591
C 0.90890 -1.17440 0.20283 -0.2099
N 0.51722 -1.86227 -0.99149 -0.6214
C -0.28565 -1.02337 -1.70541 0.2801
N -0.89402 -0.10686 -1.00678 -0.5198
H -0.69844 3.02962 0.32532 0.3868
H -1.42307 1.70282 -0.53136 0.4265
H -0.99480 -0.75101 0.90114 0.2067
H 1.87891 -0.65085 0.14547 0.1915
H 0.90241 -1.89250 0.98163 0.2098
H 1.02840 -2.57440 -1.52449 0.4020
H -0.42110 -1.22126 -2.80523 0.1942
```

HOMO	-8.654	eV
LUMO	0.85	eV
structure (SMILES)	[H]/N=C(\N)[C@@H]1CNC=N1
HOMO-LUMO gap	0.34936	Eh
largest force on an atom	3.404	eV/Å
relative energy (zero: lowest compared OMol25 entry of this formula, charge and spin)	70.1	kJ/mol
molar mass	112.136	g/mol
net charge	0

[5]
Here is a molecular structure, C4H8N4 at a distorted geometry from the Open Molecules 2025 dataset. Energies are from wB97M-V/def2-TZVPD.

The geometry in XYZ format:
```
16
Properties=species:S:1:pos:R:3:nbo_charge:R:1
C -0.66635 2.26936 -0.09395 -0.4111
C -0.99283 -0.31230 0.39194 0.2476
C 0.82110 0.49517 -1.08049 0.2979
C 1.16051 -1.54075 -0.27169 0.2171
H -0.26092 2.52204 1.07990 0.2120
H -1.90559 2.41970 -0.02939 0.2417
H -0.07087 2.85353 -0.76191 0.2191
H -1.25104 0.17535 1.63064 0.2102
H -1.49718 -2.08377 0.68778 0.3612
H 1.25872 1.44811 -1.39584 0.1722
H 0.29137 -2.55150 -0.40139 0.1921
H 1.23641 -2.81380 1.12671 0.2939
N -0.23865 0.75726 -0.38856 -0.4589
N -1.24314 -1.41053 -0.29450 -0.6073
N 1.64275 -0.55079 -1.13866 -0.5064
N 1.71572 -1.67709 0.93941 -0.6813
```

HOMO	-9.017	eV
LUMO	0.42	eV
HOMO-LUMO gap	0.34680	Eh
largest force on an atom	7.119	eV/Å
relative energy (zero: lowest compared OMol25 entry of this formula, charge and spin)	727.6	kJ/mol
molar mass	112.136	g/mol
net charge	0

[6]
Here is 2 unconnected molecules or ions with the total composition C4H8N4 at a distorted geometry from the Open Molecules 2025 dataset. Energies are from wB97M-V/def2-TZVPD.

The geometry in XYZ format:
```
16
Properties=species:S:1:pos:R:3:nbo_charge:R:1
C -0.32564 -0.51578 -0.13932 -0.0016
C 0.54278 0.58942 -0.15832 0.0381
C 2.07120 0.37063 -0.16916 -0.1975
C 2.55015 -0.91561 0.07693 -0.4651
H -2.07145 -2.49054 0.74489 0.3118
H -3.26893 -1.31871 -0.61579 0.3743
H 0.16639 -1.39091 0.20659 0.1888
H 2.74457 1.34426 -0.42449 0.2524
H 2.17086 -2.03399 0.63051 0.2285
H 3.69575 -1.05234 -0.08948 0.2060
H -1.20155 3.25811 -0.08296 0.3841
H -1.99818 1.53792 0.06002 0.4004
N -2.49252 -1.24848 0.07887 -0.6562
N -1.56393 -0.24033 -0.36215 -0.2416
N 0.11919 1.79040 0.04484 -0.1876
N -1.13869 2.31594 0.19904 -0.6347
```

HOMO	-7.869	eV
LUMO	0.28	eV
HOMO-LUMO gap	0.29949	Eh
largest force on an atom	5.817	eV/Å
relative energy (zero: lowest compared OMol25 entry of this formula, charge and spin)	739.4	kJ/mol
molar mass	112.136	g/mol
net charge	0

[7]
Here is 2 unconnected molecules or ions with the total composition C4H8N4O at a distorted geometry from the Open Molecules 2025 dataset. Energies are from wB97M-V/def2-TZVPD.

The geometry in XYZ format:
```
17
Properties=species:S:1:pos:R:3:nbo_charge:R:1
C -1.90097 -0.14813 -0.29762 0.2205
C 0.07048 1.35904 0.17175 -0.2371
C 1.58369 1.57369 0.01081 -0.2936
C 1.69187 -0.83589 0.06269 0.2133
H -1.92568 -3.24223 0.29594 0.4323
H -2.53715 0.76691 0.09205 0.1997
H -0.46318 2.22763 -0.42856 0.2112
H -0.56432 1.52405 1.29939 0.1927
H 2.06356 2.26076 0.67605 0.2265
H 1.78569 1.95971 -1.01738 0.2026
H 2.45977 -1.66064 0.25299 0.2242
H -0.22069 -1.92296 0.05168 0.4514
N -2.63901 -1.26615 -0.14481 -0.1767
N -0.45561 0.10328 -0.51220 -0.2878
N 2.37336 0.37023 0.28650 -0.5054
N 0.28601 -0.92727 0.00350 -0.5097
O -1.60780 -2.14202 -0.80279 -0.5640
```

HOMO	-7.967	eV
LUMO	-1.57	eV
HOMO-LUMO gap	0.23513	Eh
largest force on an atom	8.421	eV/Å
relative energy (zero: lowest compared OMol25 entry of this formula, charge and spin)	1048.9	kJ/mol
molar mass	128.135	g/mol
net charge	0

[8]
Here is C4H8N4O2 in the gas phase at a distorted geometry from the Open Molecules 2025 dataset. Energies are from wB97M-V/def2-TZVPD.

The geometry in XYZ format:
```
18
Properties=species:S:1:pos:R:3:nbo_charge:R:1
C -1.56477 1.12748 -0.04961 0.6706
C -2.99590 -0.89466 -0.39408 -0.4155
C 1.81715 -0.41772 0.79745 -0.1929
C 2.75459 0.07563 -0.36436 -0.0840
N -0.24657 1.26748 0.31876 -0.4279
N -0.68550 -0.87325 0.32385 -0.0479
N -1.76892 -0.30404 -0.10248 -0.2370
N 0.17186 0.04344 0.53894 0.0609
O -2.46626 1.88420 -0.12631 -0.6257
O 2.89270 1.52639 -0.45492 -0.7423
H -3.81338 -0.52738 0.39460 0.2317
H -3.18926 -0.77519 -1.42625 0.2239
H -2.88743 -1.98302 -0.27615 0.2228
H 1.76201 -1.50526 0.73535 0.2272
H 2.10262 -0.04039 1.89560 0.2444
H 2.37623 -0.24409 -1.40179 0.1900
H 3.66649 -0.40245 -0.13947 0.1983
H 2.07432 2.04280 -0.26913 0.5033
```

HOMO	-8.631	eV
LUMO	0.71	eV
HOMO-LUMO gap	0.34327	Eh
largest force on an atom	4.256	eV/Å
relative energy (zero: lowest compared OMol25 entry of this formula, charge and spin)	317.2	kJ/mol
molar mass	144.134	g/mol
net charge	0